Below is a cluster of 10 separate species, C60H150N10 in total in a non-equilibrium geometry, with properties calculated with ωB97M-V/def2-TZVPD.

The geometry in XYZ format:
```
220
Properties=species:S:1:pos:R:3
C -3.39824 0.93102 -3.77785
C -2.58249 0.04626 -4.71210
N -2.72770 0.43596 -6.15800
C -4.01080 0.14633 -6.67478
C -4.25569 0.87937 -7.99914
C -1.60272 -0.11122 -6.97169
C -0.17894 0.34754 -6.56962
H -3.27727 2.00986 -3.87560
H -3.06394 0.65630 -2.77741
H -4.46166 0.70448 -3.70099
H -1.54647 0.14218 -4.38722
H -2.89854 -0.96906 -4.47267
H -4.13681 -0.93070 -6.78536
H -4.79622 0.43234 -5.97519
H -5.17496 1.45934 -7.91743
H -3.67059 1.78601 -8.15324
H -4.34337 0.27699 -8.90333
H -1.74033 0.05523 -8.04007
H -1.66793 -1.19094 -6.83740
H -0.06440 1.42892 -6.49486
H 0.55970 0.22459 -7.36171
H 0.30678 -0.10140 -5.70322
C -1.50195 0.41496 1.73323
C -1.02867 1.48763 0.82149
N -0.97607 1.12668 -0.62054
C -0.95524 2.31160 -1.43207
C 0.29555 3.26484 -1.22605
C 0.13290 0.17404 -0.90968
C 0.04740 -0.46396 -2.28058
H -2.30398 -0.15615 1.26558
H -1.80192 0.89545 2.66450
H -0.66726 -0.24549 1.96813
H -1.55435 2.43434 0.94588
H -0.01430 1.71317 1.15059
H -0.88568 1.97000 -2.46482
H -1.79615 3.00337 -1.38285
H 0.29383 4.08622 -1.94261
H 0.26183 3.81999 -0.28863
H 1.27749 2.80997 -1.35636
H -0.14146 -0.61068 -0.20468
H 1.15255 0.37765 -0.58266
H 0.10565 0.20472 -3.13941
H -0.77254 -1.18210 -2.27226
H 1.04010 -0.91256 -2.24321
C -4.76288 2.05678 3.54785
C -6.21370 1.56852 3.55816
N -6.75868 1.57186 2.12495
C -6.17454 0.54753 1.23783
C -6.49581 0.81307 -0.21317
C -8.20726 1.21166 2.14483
C -9.09230 2.28736 2.87874
H -4.37015 1.98505 4.56210
H -4.70151 3.08776 3.19940
H -4.12267 1.50070 2.86301
H -6.30023 0.57780 4.00435
H -6.76892 2.13551 4.30538
H -5.10575 0.45845 1.43232
H -6.52142 -0.47616 1.37863
H -7.47166 0.44436 -0.52919
H -6.18705 1.78970 -0.58594
H -5.89227 0.15804 -0.84150
H -8.30346 0.26923 2.68398
H -8.63876 1.07463 1.15330
H -10.10552 1.91758 3.03604
H -9.27431 3.13264 2.21506
H -8.68643 2.45632 3.87616
C 0.44933 -6.98345 5.56237
C 0.54773 -5.64784 6.33820
N 1.09666 -4.54831 5.57632
C 2.53495 -4.62563 5.23495
C 3.43057 -4.49978 6.42582
C 0.12506 -4.12215 4.49534
C 0.41741 -2.68599 4.03772
H -0.30406 -7.00653 4.77500
H 0.39026 -7.77339 6.31111
H 1.43298 -7.18849 5.13991
H -0.45041 -5.32353 6.63257
H 1.14562 -5.84472 7.22806
H 2.61787 -3.77695 4.55601
H 2.74581 -5.49405 4.61086
H 4.49697 -4.60978 6.22889
H 3.20665 -5.37609 7.03413
H 3.34948 -3.63432 7.08347
H 0.07007 -4.85732 3.69247
H -0.90183 -4.07172 4.85737
H 1.36079 -2.57649 3.50280
H -0.34976 -2.31876 3.35605
H 0.49020 -2.05800 4.92565
C 3.50075 2.40489 0.86616
C 4.44735 1.17275 0.84951
N 3.84542 -0.11385 1.07408
C 3.07481 -0.31478 2.33694
C 3.87743 -0.43702 3.54233
C 4.80291 -1.21569 0.84782
C 4.03641 -2.49734 0.36618
H 3.01853 2.50340 1.83872
H 2.69108 2.13601 0.18775
H 4.00057 3.32683 0.56899
H 4.82434 1.00259 -0.15897
H 5.34654 1.35747 1.43726
H 2.28486 0.42759 2.45073
H 2.52338 -1.25444 2.36931
H 3.42014 -0.29385 4.52135
H 4.43093 -1.37312 3.61605
H 4.66810 0.31306 3.52405
H 5.37162 -1.52586 1.72444
H 5.48649 -0.98259 0.03143
H 3.81514 -3.27157 1.10082
H 4.64541 -3.05632 -0.34429
H 3.06635 -2.18544 -0.02087
C -2.47870 1.29294 8.95900
C -2.58583 1.25757 7.45110
N -1.25873 0.93644 6.83521
C -1.27501 1.42438 5.50261
C 0.15876 1.47161 4.87239
C -1.07773 -0.55211 6.91935
C -1.96369 -1.56283 6.06377
H -3.37664 1.70956 9.41532
H -1.60947 1.90188 9.20744
H -2.20747 0.32953 9.39072
H -3.32220 0.48309 7.23654
H -3.01206 2.20206 7.11292
H -1.97619 0.94296 4.82093
H -1.61160 2.46102 5.51619
H 0.63565 0.50200 5.01575
H 0.10575 1.59474 3.79066
H 0.78106 2.15439 5.45087
H -1.29055 -0.78122 7.96352
H 0.00665 -0.61986 6.83188
H -1.66704 -2.56916 6.35940
H -1.86928 -1.48586 4.98060
H -3.04604 -1.45084 6.12767
C 0.51498 -4.03097 0.37374
C -0.37153 -5.17873 0.01630
N 0.28645 -6.44386 -0.37532
C -0.58573 -7.60245 -0.81775
C -1.26705 -7.45590 -2.18186
C 1.22012 -6.93407 0.66506
C 0.52388 -7.31665 1.89553
H -0.06040 -3.11398 0.24657
H 1.48049 -3.99657 -0.13094
H 0.76267 -4.11221 1.43211
H -1.08071 -5.25979 0.84008
H -0.94137 -4.93089 -0.87922
H -0.15345 -8.60245 -0.78254
H -1.34957 -7.62624 -0.04052
H -1.93715 -6.59627 -2.17263
H -0.43273 -7.24185 -2.84984
H -1.71066 -8.40924 -2.46901
H 1.92975 -6.17155 0.98615
H 1.79037 -7.75680 0.23376
H 0.16884 -8.31140 1.62624
H -0.26482 -6.75743 2.39885
H 1.33917 -7.46833 2.60293
C 2.37067 6.23644 0.20262
C 1.74456 7.63935 0.23934
N 0.35012 7.66188 -0.19362
C -0.40294 8.93516 0.13890
C -0.71758 9.11524 1.67618
C 0.03258 7.11818 -1.61773
C -1.36462 6.39704 -1.57148
H 1.74612 5.42386 0.57374
H 3.29726 6.20160 0.77561
H 2.65089 5.91538 -0.80062
H 1.83120 7.94258 1.28274
H 2.25121 8.35655 -0.40643
H -1.41611 8.75853 -0.22221
H 0.09595 9.81587 -0.26550
H -0.89681 8.11361 2.06697
H -1.58244 9.70155 1.98659
H 0.17187 9.61752 2.05656
H 0.07804 8.01430 -2.23660
H 0.79069 6.47919 -2.07055
H -2.17220 7.05088 -1.24221
H -1.61907 5.96838 -2.54081
H -1.25098 5.56864 -0.87223
C 3.59253 1.56234 -4.83878
C 3.78197 2.55555 -3.68429
N 4.86121 3.51067 -3.79956
C 4.58644 4.37950 -4.99545
C 3.34151 5.31386 -4.93854
C 5.06605 4.27733 -2.54170
C 6.17923 5.32545 -2.57015
H 3.55418 2.08814 -5.79280
H 2.63202 1.05081 -4.90106
H 4.44567 0.88393 -4.83879
H 2.87513 3.16032 -3.68961
H 3.80776 2.02625 -2.73178
H 5.44989 5.04196 -5.05637
H 4.70592 3.87183 -5.95257
H 3.33405 6.01568 -5.77251
H 2.38168 4.79901 -4.98038
H 3.40577 5.94919 -4.05518
H 5.25068 3.53419 -1.76597
H 4.17902 4.75932 -2.13065
H 7.05947 4.83647 -2.98749
H 6.40114 5.74829 -1.59032
H 5.93923 6.05156 -3.34685
C 1.21395 -5.39908 -6.53134
C 2.01178 -4.63232 -5.47171
N 1.52847 -3.24972 -5.33997
C 0.13037 -3.12151 -4.90030
C -0.18704 -3.77193 -3.55438
C 2.42037 -2.46828 -4.43022
C 3.89881 -2.29410 -4.96191
H 1.55956 -6.43049 -6.60106
H 1.22999 -4.76592 -7.41844
H 0.14412 -5.50872 -6.35374
H 2.00059 -5.05366 -4.46650
H 3.07121 -4.57466 -5.72150
H -0.25962 -2.10405 -4.87245
H -0.43760 -3.55167 -5.72521
H -0.17769 -4.86129 -3.59075
H 0.46682 -3.52463 -2.71808
H -1.14371 -3.34831 -3.24873
H 2.43753 -2.99397 -3.47552
H 1.97055 -1.48120 -4.32327
H 4.49283 -1.78104 -4.20560
H 4.06758 -1.78126 -5.90881
H 4.42018 -3.25112 -4.94180
```

Computed properties:
Structure (SMILES) ... CCN(CC)CC.CCN(CC)CC.CCN(CC)CC.CCN(CC)CC.CCN(CC)CC.CCN(CC)CC.CCN(CC)CC.CCN(CC)CC.CCN(CC)CC.CCN(CC)CC
HOMO level ... -8.01 eV
Net charge ... 0
Lowest unoccupied orbital energy ... 0.6 eV